DFT (ωB97M-V/def2-TZVPD) results for a structure of composition C17H23ClN2Tc at a distorted geometry.

Summary:
relative energy (zero: lowest compared OMol25 entry of this formula, charge and spin) = 4.7 kcal/mol
LUMO (spin up / spin down) = -0.2773 / -0.2963 Ha
total charge = +2
energy = -1311.40871 Ha
spin multiplicity = 4
HOMO (spin up / spin down) = -13.6 / -15.3 eV
frontier orbital gap (spin up / spin down) = 0.2211 / 0.2663 hartree
<S²> = 3.777

```
44
Properties=species:S:1:pos:R:3:mulliken_spin:R:1
C 2.21935 -1.56710 1.17106 0.153
H -1.21869 -1.61692 -3.83252 0.001
N 1.53968 1.63055 0.94891 0.024
C 1.02517 -2.37930 1.24979 0.100
C -1.13084 1.08171 -3.89952 -0.001
C 0.53416 -2.25802 2.60456 0.013
H 1.13676 -0.84272 4.27151 0.004
H -2.08853 1.16067 3.34754 0.004
H 3.21188 -0.23357 2.64898 0.008
H 1.71258 0.89117 -4.89976 -0.001
H -2.04332 0.63025 -3.48595 0.001
C 1.68425 2.94099 0.70094 0.036
H -0.27197 -1.42837 -5.31786 0.001
H -2.66596 -1.56376 -0.04518 0.006
Tc -0.42482 -0.68159 1.63626 2.228
C -2.08695 -1.96408 2.08621 -0.041
C -0.25191 -1.27471 -4.22360 -0.003
H -1.36951 1.40696 -4.92916 0.000
H 2.06836 -0.09316 -3.46967 0.004
H -2.01953 -3.03709 2.10353 0.005
H -1.56260 -1.30515 4.20242 0.005
Cl -0.04534 -0.38007 -0.95979 0.097
H 2.17885 0.90686 0.64932 -0.006
C 1.36691 0.64728 -3.87817 -0.007
H -2.73123 1.03260 0.70270 0.004
H -1.36968 2.61572 1.84193 0.002
C 2.35958 -0.84343 2.36430 0.164
H 1.44603 1.56743 -3.28425 0.003
N 0.32718 1.36609 1.48284 0.022
C -1.85718 -1.05869 3.19033 -0.048
C -0.00919 0.13564 -3.89137 0.044
C -0.35443 2.54059 1.51057 0.018
C -2.44068 -1.18051 0.94298 0.073
C 1.25461 -1.16510 3.23406 0.056
H 2.61179 3.33912 0.33575 0.003
C -2.46788 0.19785 1.33709 -0.017
C 0.48471 3.54474 1.04197 -0.005
H 0.53763 -1.92201 -3.82157 0.003
C -2.10661 0.27287 2.72743 0.012
H -0.08289 -2.99058 3.09037 0.016
H 0.67344 -3.10388 0.51907 0.003
H 2.91594 -1.58231 0.33786 0.012
H 0.20741 4.57715 0.98172 -0.001
H -0.89651 1.98587 -3.32364 0.003
```